1.
The following is a DFT calculation (ωB97M-V with the def2-TZVPD basis set) of a molecular structure, C32H45AsF6NPSSi2TaTe.

The geometry in XYZ format:
```
91
Properties=species:S:1:pos:R:3
Ta -1.0748 1.0736 0.7432
C 1.0019 4.5741 -3.4358
C 0.7056 3.4464 -4.4366
C 1.8492 2.4214 -4.4085
C 0.6268 4.0465 -5.8400
C -0.5953 2.7602 -4.0256
C -1.7403 2.7535 -4.8399
C -2.9270 2.1606 -4.4502
C -2.9739 1.5509 -3.2049
S -4.3040 0.7549 -2.4040
C -3.3050 0.4352 -1.0606
N -2.0665 0.8859 -1.1716
C -1.8468 1.5360 -2.3841
C -0.6632 2.1343 -2.7897
C -3.6787 -0.2428 0.1751
C -4.9557 -0.7324 0.4162
C -5.2067 -1.3660 1.6225
C -4.2090 -1.4559 2.5896
C -2.9638 -0.8837 2.3710
C -2.6538 -0.2873 1.1436
H 1.9311 5.0772 -3.7066
H 1.1118 4.1941 -2.4172
H 0.2014 5.3156 -3.4346
H 2.7787 2.8953 -4.7261
H 1.6449 1.5874 -5.0819
H 2.0116 2.0189 -3.4054
H 1.5804 4.5137 -6.0853
H -0.1415 4.8181 -5.9094
H 0.4289 3.2851 -6.5964
H -1.7070 3.2334 -5.8066
H -3.7915 2.1814 -5.0997
H 0.1928 2.1291 -2.1250
H -5.7408 -0.6334 -0.3237
H -6.1878 -1.7743 1.8238
H -4.4231 -1.9391 3.5338
H -2.2330 -0.8958 3.1724
C 0.0360 -7.0735 -0.7587
C 0.1963 -5.5866 -0.6408
C -0.7376 -4.7131 -1.1856
C -0.6067 -3.3350 -1.0820
C -1.6339 -2.4486 -1.7210
C 0.5003 -2.8328 -0.3912
Te 0.8999 -0.7379 -0.4028
C 1.4953 -3.6735 0.1245
C 2.7850 -3.2124 0.7565
C 1.3028 -5.0442 0.0012
H -0.8763 -7.3359 -1.2899
H 0.0027 -7.5365 0.2282
H 0.8803 -7.5096 -1.2940
H -1.5928 -5.1139 -1.7165
H -2.4192 -3.0418 -2.1856
H -1.1956 -1.8111 -2.4950
H -2.0881 -1.8120 -0.9683
H 2.7671 -2.1773 1.0945
H 3.6058 -3.3097 0.0433
H 3.0281 -3.8434 1.6116
H 2.0581 -5.7083 0.4074
C 3.0169 -1.9213 4.1361
Si 1.1919 -1.6414 3.9615
C 0.2083 -3.1388 3.4952
C 0.4706 -0.6206 5.3360
As 0.8650 -0.0483 2.0976
Si 2.7260 1.5275 1.9602
C 2.2360 2.9188 0.8269
C 4.1835 0.5938 1.2780
C 2.9328 2.0863 3.7232
H 3.2156 -2.0760 5.2013
H 3.6213 -1.0714 3.8232
H 3.3494 -2.8116 3.6045
H 0.4352 -3.9429 4.2011
H 0.4542 -3.4944 2.4926
H -0.8644 -2.9470 3.5431
H 0.1168 -1.3112 6.1078
H -0.3826 -0.0137 5.0308
H 1.2194 0.0268 5.7937
H 1.9637 2.5843 -0.1786
H 3.1183 3.5566 0.7126
H 1.4369 3.5406 1.2283
H 4.1359 0.5274 0.1898
H 4.3119 -0.4086 1.6832
H 5.0820 1.1663 1.5285
H 1.9900 2.3940 4.1789
H 3.5937 2.9578 3.7285
H 3.3983 1.3242 4.3498
F -0.8722 3.1528 0.1918
P -1.9598 3.9675 1.3640
F -2.3059 5.0505 0.3300
F -1.4177 2.4753 2.3108
F -2.9997 2.8818 0.7675
F -2.8888 4.3773 2.5167
F -0.6658 4.6225 1.9278
```

Computed properties:
<S²> ... 0.756
2S+1 ... 2
HOMO energy (spin up / spin down) ... -13.37 / -13.68 eV
LUMO energy (spin up / spin down) ... -0.2619 / -0.2556 Ha
Total charge ... +2
Orbital gap (spin up / spin down) ... 6.2 / 6.7 eV
Energy relative to the best compared isomer or geometry (same formula, charge and spin) ... 0.000 eV

Here are the Mulliken charges for atoms 1 to 6, given in e:
1 Ta 1.223
2 C -1.313
3 C 2.186
4 C -1.515
5 C -2.254
6 C -0.324

2.
The following is a DFT calculation (ωB97M-V with the def2-TZVPD basis set) of a molecular structure, Cl2MnO8.

The geometry in XYZ format:
```
11
Properties=species:S:1:pos:R:3
Mn 3.3646 -0.1835 -2.0313
Cl 2.0065 -0.5281 0.7890
O 0.9868 -1.4766 0.6249
O 1.7563 0.4814 -0.2916
O 2.0990 0.2016 2.1200
O 3.2491 -1.1267 0.2799
Cl -2.6365 0.5031 -0.3085
O -3.3081 0.6953 -1.5856
O -3.4638 1.4602 0.5931
O -2.8614 -0.8566 -0.0462
O -1.1926 0.8301 -0.1437
```

Computed properties:
<S²> ... 12.001
2S+1 ... 7
HOMO energy (spin up / spin down) ... -4.94 / -4.94 eV
LUMO energy (spin up / spin down) ... 0.0576 / 0.0361 Ha
Total charge ... -1
Orbital gap (spin up / spin down) ... 6.5 / 5.9 eV
Energy relative to the best compared isomer or geometry (same formula, charge and spin) ... 0.013 eV

Here are the Mulliken charges for atoms 1 to 6, given in e:
1 Mn 0.630
2 Cl 1.734
3 O -0.477
4 O -0.618
5 O -0.558
6 O -0.700

3.
The following is a DFT calculation (ωB97M-V with the def2-TZVPD basis set) of C5H9NO2 in the gas phase.

The geometry in XYZ format:
```
17
Properties=species:S:1:pos:R:3
C 1.5646 0.2459 1.4420
C 0.6391 0.9335 0.4920
O 0.8464 1.8448 -0.2597
C -1.1923 0.7217 0.9389
N -0.9470 -0.5670 0.5065
C -0.4161 -0.8429 -0.6607
C -0.6302 -0.1507 -1.9689
O -0.0132 -2.1396 -0.8334
H 1.0216 -0.3525 2.1674
H 2.2215 -0.4104 0.8637
H 2.1674 1.0038 1.9476
H -1.6564 1.4320 0.2544
H -1.4507 0.7954 1.9908
H -1.1736 0.7842 -1.8398
H 0.3347 0.0835 -2.4258
H -1.2035 -0.7976 -2.6366
H -0.1123 -2.5841 0.0217
```

Computed properties:
HOMO energy ... -7.92 eV
LUMO energy ... 0.0200 Ha
Total charge ... 0
Orbital gap ... 8.5 eV
SMILES ... CC(=O)C/N=C(\C)O
Energy relative to the best compared isomer or geometry (same formula, charge and spin) ... 3.142 eV

Here are the Mulliken charges for atoms 1 to 6, given in e:
1 C -1.086
2 C 0.703
3 O -0.509
4 C -0.635
5 N -0.583
6 C 0.855

4.
The following is a DFT calculation (ωB97M-V with the def2-TZVPD basis set) of a molecular structure, C18H19FN2O2S.

The geometry in XYZ format:
```
43
Properties=species:S:1:pos:R:3
O -1.6453 2.8282 0.0470
C -0.6095 2.4232 0.3907
N 0.0079 1.1280 0.2894
C -0.5403 0.1537 -0.3487
C -1.8244 0.2798 -1.0876
C -2.2382 -0.9279 -1.5022
C -1.5227 -2.0746 -1.4278
C -0.0727 -2.0814 -1.0401
C 0.3722 -0.9288 -0.3669
H 1.2018 -0.9777 0.1361
H 0.6460 -3.0901 -0.8523
N -1.6657 -3.2992 -2.1882
C -1.0531 -3.9423 -3.2010
H 0.1261 -4.0641 -2.7053
C -1.3144 -5.4884 -3.1911
H -0.8040 -6.0790 -3.6644
O -2.8652 -5.6340 -3.4988
C -3.6174 -4.9439 -2.5620
C -3.1490 -3.6041 -2.6831
H -3.8646 -3.0469 -1.7438
H -3.3216 -2.9755 -3.6404
H -4.5063 -5.1461 -2.8207
H -3.4266 -5.4752 -1.5545
H -1.2389 -6.0181 -1.8936
H -0.7951 -3.6959 -4.2651
H -3.1490 -1.0478 -2.1012
H -2.5063 1.1275 -0.9488
H 1.0361 1.0407 0.7743
C 0.2677 3.5272 1.4531
H -0.0862 4.4793 1.1382
H 0.2364 3.1995 2.3477
S 2.1458 3.3857 0.9091
C 2.8481 3.9674 2.4506
C 4.0811 3.7634 2.6769
C 4.7840 4.2495 3.8054
C 4.2685 4.9017 4.6652
C 2.9061 5.4751 4.2178
C 2.0871 4.8218 3.5017
H 1.2081 5.2102 3.1014
H 2.4573 6.1124 5.1937
F 4.6166 5.5135 5.7797
H 5.8610 3.8954 4.2976
H 4.6587 3.0577 2.1120
```

Computed properties:
HOMO energy ... -7.35 eV
LUMO energy ... 0.0189 Ha
Total charge ... 0
Orbital gap ... 7.9 eV
Energy relative to the best compared isomer or geometry (same formula, charge and spin) ... 15.951 eV

Here are the Mulliken charges for atoms 1 to 6, given in e:
1 O -0.512
2 C 0.459
3 N -0.107
4 C 0.892
5 C -1.259
6 C 0.044

5.
The following is a DFT calculation (ωB97M-V with the def2-TZVPD basis set) of C18H22ClF2N3O4 in the gas phase.

The geometry in XYZ format:
```
50
Properties=species:S:1:pos:R:3
C -3.2652 1.3936 -1.4580
N -2.2476 0.3552 -1.5288
C -0.8766 0.8247 -1.3556
C -0.3134 1.4519 -2.6263
C 1.1144 1.9837 -2.5058
C 2.1299 1.0131 -1.9045
N 2.0320 0.8841 -0.4571
C 2.4892 1.8570 0.3658
O 3.0226 2.8778 -0.0183
C 2.2381 1.5936 1.8130
C 1.3390 0.8046 2.4451
C 1.5640 1.0189 3.8484
N 0.9614 0.4978 4.9243
C 1.4228 0.9209 6.0730
Cl 0.6708 0.2727 7.5027
C 2.4633 1.8483 6.2501
C 3.0831 2.3862 5.1412
C 2.6005 1.9439 3.9229
O 3.0144 2.3010 2.6826
C -2.6655 -0.9336 -1.6006
O -3.8517 -1.2284 -1.6056
C -1.6339 -2.0927 -1.6088
C -1.2826 -2.3915 -0.1446
O -0.4695 -1.7186 -2.3454
C -2.3112 -3.2875 -2.2902
C -1.5937 -4.5953 -2.1084
F -2.1733 -5.5526 -2.8790
F -0.2772 -4.4985 -2.5347
H -4.2267 0.9730 -1.7295
H -3.3263 1.7974 -0.4438
H -3.0166 2.2057 -2.1408
H -0.8841 1.5576 -0.5402
H -0.2562 -0.0021 -1.0426
H -0.3503 0.6841 -3.4034
H -0.9659 2.2652 -2.9515
H 1.4635 2.2659 -3.5012
H 1.1363 2.8983 -1.9077
H 2.0047 0.0155 -2.3283
H 3.1373 1.3573 -2.1421
H 1.7390 0.0119 -0.0542
H 0.5893 0.1753 1.9953
H 2.7606 2.1260 7.2499
H 3.8876 3.1039 5.2204
H -2.1682 -2.7225 0.3992
H -0.5129 -3.1617 -0.0782
H -0.9028 -1.4950 0.3448
H -0.0196 -2.5332 -2.6001
H -3.3204 -3.4018 -1.8997
H -2.3912 -3.0849 -3.3601
H -1.5610 -4.9660 -1.0837
```

Computed properties:
HOMO energy ... -9.25 eV
LUMO energy ... -0.0049 Ha
Total charge ... 0
Orbital gap ... 9.1 eV
SMILES ... CN(CCCCNC(=O)c1cc2nc(Cl)ccc2o1)C(=O)[C@](C)(O)CC(F)F
Energy relative to the best compared isomer or geometry (same formula, charge and spin) ... 0.258 eV

Here are the Mulliken charges for atoms 1 to 6, given in e:
1 C -1.147
2 N 0.318
3 C -0.197
4 C -0.510
5 C -0.775
6 C -0.971